P:
C11H15N | ωB97M-V/def2-TZVPD

LUMO energy: 0.991 eV
E_HOMO: -7.87 eV
SMILES: Cc1c[nH]c2ccccc12.CC

Structure (ORCA input):
```
! wB97M-V def2-TZVPD RIJCOSX def2/J DEFGRID3
* xyz 0 1
N 0.3862 -1.9157 1.4039
C 0.5555 -0.4765 -0.3207
C 0.2554 0.0866 -1.5637
C -0.6878 3.3955 0.0479
C 1.6185 -0.1867 0.6149
C -0.9211 -0.3785 -2.1520
C -0.2421 -1.4731 0.2540
C -1.3397 -2.0045 -0.4062
C 2.4383 1.0605 0.7560
C 1.5066 -1.1203 1.6017
C -1.6996 -1.3927 -1.5928
C -1.6682 2.4709 0.7926
H 1.7937 1.9376 0.7669
H -1.1467 2.0662 1.6548
H 0.8606 0.7517 -2.1649
H -1.8848 1.7159 0.0417
H 3.1679 1.1234 -0.0629
H -0.2759 4.2135 0.6250
H -2.5512 -1.7230 -2.1675
H -1.2077 3.9426 -0.7445
H -1.1070 0.0017 -3.1449
H 0.1532 2.8003 -0.3023
H -2.6223 2.9464 0.9996
H 0.3154 -2.8982 1.6160
H 3.0560 1.0509 1.6561
H -1.8922 -2.8489 -0.0147
H 2.2164 -1.3766 2.3736
*
```

Listed below, in e, are the natural (NBO) charges computed for each atom:
1 N -0.56
2 C -0.12
3 C -0.19
4 C -0.60
5 C -0.08
6 C -0.23
7 C 0.20
8 C -0.26
9 C -0.63
10 C -0.03
11 C -0.22
12 C -0.61
13 H 0.22
14 H 0.21
15 H 0.22
16 H 0.21
17 H 0.21
18 H 0.19
19 H 0.21
20 H 0.20
21 H 0.21
22 H 0.20
23 H 0.20
24 H 0.40
25 H 0.22
26 H 0.21
27 H 0.21

Q:
C11H15N | ωB97M-V/def2-TZVPD

LUMO energy: 0.955 eV
E_HOMO: -7.37 eV
SMILES: Cc1c[nH]c2ccccc12.CC

Structure (ORCA input):
```
! wB97M-V def2-TZVPD RIJCOSX def2/J DEFGRID3
* xyz 0 1
N 0.8220 -2.8542 -1.9997
C -1.8631 -0.8008 -3.6402
C 0.5211 -1.9236 -0.9586
C -1.0201 -0.0085 -0.6983
C 0.4329 3.5579 3.4154
C 1.5706 2.5795 3.2983
C 0.1767 -0.9432 1.1772
C 0.8714 -1.8478 0.3691
C -0.7505 0.0085 0.6295
C -0.8871 -1.5395 -2.6881
C -0.0976 -2.7033 -2.9849
C -0.5197 -1.0410 -1.4723
H 1.2460 -3.7075 -2.0286
H 1.7631 -2.2957 0.7311
H 0.7435 4.5986 3.3982
H 1.4947 1.9716 2.3377
H -2.7870 -1.3634 -3.5584
H -1.8858 0.2567 -3.2843
H 1.6537 1.7369 4.0008
H 0.4642 -0.9523 2.2365
H 2.5707 3.0161 3.2924
H -0.1153 3.3730 4.4211
H -0.1001 3.5944 2.4704
H -0.1973 -3.4499 -3.7951
H -1.5243 0.8175 -1.2584
H -1.1620 0.8823 1.1967
H -1.4210 -0.9625 -4.6077
*
```

Listed below, in e, are the natural (NBO) charges computed for each atom:
1 N -0.51
2 C -0.63
3 C 0.14
4 C -0.21
5 C -0.63
6 C -0.63
7 C -0.23
8 C -0.24
9 C -0.23
10 C -0.07
11 C -0.04
12 C -0.10
13 H 0.40
14 H 0.21
15 H 0.21
16 H 0.21
17 H 0.22
18 H 0.22
19 H 0.21
20 H 0.21
21 H 0.21
22 H 0.21
23 H 0.22
24 H 0.21
25 H 0.21
26 H 0.22
27 H 0.22

R:
C11H15N | ωB97M-V/def2-TZVPD

LUMO energy: 0.894 eV
E_HOMO: -7.89 eV
SMILES: Cc1c[nH]c2ccccc12.CC

Structure (ORCA input):
```
! wB97M-V def2-TZVPD RIJCOSX def2/J DEFGRID3
* xyz 0 1
N -1.4569 -1.2964 -0.5628
C -1.5295 -0.6776 1.8328
C -1.3659 1.9646 0.8850
C -0.9261 1.7798 -2.5290
C -1.3844 0.9136 -0.0402
C -1.5126 -0.3830 0.4864
C -1.4313 1.6856 2.2394
C -1.4822 0.3669 2.7429
C -1.2517 0.7697 -1.4926
C -1.2321 -0.5779 -1.7160
C 3.8030 -1.3055 0.0702
C 2.2962 -1.5912 0.0205
H -1.0669 1.3480 -3.5241
H -1.4887 2.9994 0.5937
H 1.6579 -0.7960 0.4069
H -1.0519 -2.2188 -0.4425
H -1.4214 -1.6858 2.2184
H -1.6713 2.5026 2.9111
H 2.0512 -2.5100 0.5415
H 4.3800 -2.1975 0.3187
H 2.0080 -1.7083 -1.0284
H 4.0329 -0.6132 0.8825
H -1.7262 2.5391 -2.5076
H -1.4898 0.1450 3.7993
H -0.9357 -0.8508 -2.7191
H 0.0111 2.3288 -2.5108
H 4.1843 -0.9315 -0.8760
*
```

Listed below, in e, are the natural (NBO) charges computed for each atom:
1 N -0.54
2 C -0.24
3 C -0.22
4 C -0.63
5 C -0.02
6 C 0.12
7 C -0.23
8 C -0.21
9 C -0.11
10 C -0.03
11 C -0.61
12 C -0.62
13 H 0.22
14 H 0.21
15 H 0.21
16 H 0.41
17 H 0.21
18 H 0.21
19 H 0.20
20 H 0.20
21 H 0.20
22 H 0.21
23 H 0.21
24 H 0.21
25 H 0.22
26 H 0.22
27 H 0.21

Stability check: which of them is least stable? Q.

P:
C9H12O3 | ωB97M-V/def2-TZVPD

LUMO energy: 0.171 eV
E_HOMO: -8.93 eV
SMILES: CCC(=O)C1=C(O)CCCC1=O

Structure (ORCA input):
```
! wB97M-V def2-TZVPD RIJCOSX def2/J DEFGRID3
* xyz 0 1
O 0.6129 0.7025 -2.2608
O -2.3953 0.3847 0.5119
O 2.2831 0.3618 -0.2187
C -1.2065 0.4678 0.9434
C -0.3225 0.2000 -1.5496
C 1.5044 0.5326 1.9396
C 1.2092 0.3518 0.4806
C -0.9079 0.7380 2.3787
C -0.6805 -1.0636 -3.7176
C -1.1669 -0.8312 -2.1636
C 0.4377 0.1487 2.8438
C -0.1043 0.4208 -0.0968
H -2.3556 -0.5100 -2.1318
H -1.1593 -1.7255 -1.4435
H -1.7197 0.3286 3.1039
H -0.7531 -2.1507 -4.2746
H -1.1662 -0.2243 -4.2986
H -0.8838 1.8113 2.5568
H 0.2367 -1.0236 2.6622
H 2.5497 0.0821 2.2336
H 3.2043 0.0320 0.2038
H 0.5854 0.2860 3.9206
H 1.7043 1.6049 2.0945
H 0.4938 -0.9247 -3.7177
*
```

Listed below, in e, are the natural (NBO) charges computed for each atom:
1 O -0.56
2 O -0.58
3 O -0.62
4 C 0.55
5 C 0.53
6 C -0.48
7 C 0.49
8 C -0.50
9 C -0.63
10 C -0.51
11 C -0.38
12 C -0.33
13 H 0.26
14 H 0.24
15 H 0.24
16 H 0.22
17 H 0.22
18 H 0.23
19 H 0.19
20 H 0.21
21 H 0.51
22 H 0.23
23 H 0.24
24 H 0.24

Q:
C9H12O3 | ωB97M-V/def2-TZVPD

LUMO energy: 0.753 eV
E_HOMO: -9.20 eV
SMILES: CC(=O)[C@]1(O)C(C)=C[C@@]2(C)O[C@@H]12

Structure (ORCA input):
```
! wB97M-V def2-TZVPD RIJCOSX def2/J DEFGRID3
* xyz 0 1
O 2.1432 0.0342 1.8766
O 0.8866 -1.1700 -1.2835
O -1.8695 -1.0704 -0.8580
C 0.0967 0.8085 -0.3216
C 3.0627 -0.9639 -0.0978
C -1.0706 -1.2179 0.2435
C 1.9261 -0.4363 0.7886
C -3.3023 -0.0603 0.8755
C 1.0352 1.9192 -0.5790
C -2.0094 -0.1053 0.1800
C 0.5350 -0.5797 -0.0431
C -1.2031 1.1069 -0.1041
H -3.7773 0.9469 0.8390
H -4.1740 -0.6121 0.3996
H -1.2509 -2.1360 0.8917
H -1.6444 2.1029 -0.0984
H 0.4326 2.8274 -0.8291
H 0.0279 -1.5623 -1.6487
H -3.1620 -0.3919 1.8919
H 2.8658 -0.8379 -1.1310
H 4.0939 -0.5570 0.1060
H 1.7576 1.6587 -1.3501
H 1.6009 2.3099 0.1439
H 2.9993 -2.0135 0.1082
*
```

Listed below, in e, are the natural (NBO) charges computed for each atom:
1 O -0.52
2 O -0.74
3 O -0.49
4 C 0.03
5 C -0.73
6 C 0.09
7 C 0.61
8 C -0.64
9 C -0.65
10 C 0.14
11 C 0.10
12 C -0.20
13 H 0.22
14 H 0.24
15 H 0.20
16 H 0.21
17 H 0.22
18 H 0.50
19 H 0.23
20 H 0.25
21 H 0.23
22 H 0.22
23 H 0.23
24 H 0.24

Stability check: which of them is least stable? Q.

P:
C5H15NO | ωB97M-V/def2-TZVPD

LUMO energy (spin up / spin down): 3.696 / 3.586 eV
E_HOMO (spin up / spin down): 1.07 / -5.21 eV

Structure (ORCA input):
```
! wB97M-V def2-TZVPD RIJCOSX def2/J DEFGRID3
* xyz -1 2
O -2.5139 -1.2642 -2.3448
N 1.0609 -0.3377 0.0869
C -0.2522 1.8426 2.1848
C 1.8064 -0.4751 -1.1367
C 0.4064 -1.6119 0.3397
C 0.1333 0.8209 -0.0781
C -0.8665 1.0116 1.0684
H -0.3540 0.7397 -1.0531
H 2.7038 -1.0810 -0.9875
H 0.7539 1.5167 2.4557
H 1.3040 -0.9344 -1.9975
H -1.2119 0.0385 1.3963
H 2.2497 0.4702 -1.4867
H -1.7484 1.5266 0.6641
H -0.1770 2.8619 1.8016
H 0.8240 1.6500 -0.0289
H -0.9173 1.8944 3.0537
H 1.1724 -2.3786 0.5043
H -1.9410 -2.0508 -2.2665
H -2.0349 -0.6599 -2.9432
H -0.2241 -1.9609 -0.4830
H -0.1735 -1.6187 1.2506
*
```

Listed below, in e, are the natural (NBO) charges computed for each atom:
1 O -1.24
2 N -0.46
3 C -0.61
4 C -0.57
5 C -0.53
6 C -0.26
7 C -0.42
8 H 0.18
9 H 0.18
10 H 0.21
11 H 0.15
12 H 0.20
13 H 0.18
14 H 0.20
15 H 0.19
16 H 0.18
17 H 0.19
18 H 0.18
19 H 0.36
20 H 0.35
21 H 0.16
22 H 0.18

Q:
C5H15NO | ωB97M-V/def2-TZVPD

LUMO energy (spin up / spin down): 3.274 / 3.215 eV
E_HOMO (spin up / spin down): 1.37 / -5.52 eV

Structure (ORCA input):
```
! wB97M-V def2-TZVPD RIJCOSX def2/J DEFGRID3
* xyz -1 2
O -1.8568 5.9752 -1.4226
N -0.1899 -1.0037 1.0973
C 1.8110 -0.0772 -0.1635
C -1.0594 0.1164 0.8439
C 0.0915 -2.4835 -0.9756
C -0.5329 -2.2399 0.4125
C 1.2115 -0.6776 1.0913
H 2.5822 -0.6706 -0.6532
H 1.3524 0.0716 1.8746
H 2.1459 0.9472 -0.0429
H -1.5288 6.7553 -1.8905
H 0.0489 -1.6081 -1.6050
H 1.0602 0.0357 -0.9508
H 1.1345 -2.7706 -0.8332
H 1.8924 -1.4292 1.4716
H -1.8058 0.3401 1.5983
H -2.0806 6.2341 -0.5170
H -0.4395 -3.3089 -1.4395
H -1.5591 0.0693 -0.1279
H -0.1612 -3.0159 1.0845
H -1.6265 -2.2962 0.3572
H -0.4900 1.0365 0.7907
*
```

Listed below, in e, are the natural (NBO) charges computed for each atom:
1 O -1.34
2 N -0.46
3 C -0.73
4 C -0.57
5 C -0.66
6 C -0.21
7 C -0.27
8 H 0.20
9 H 0.20
10 H 0.21
11 H 0.37
12 H 0.21
13 H 0.21
14 H 0.20
15 H 0.19
16 H 0.19
17 H 0.33
18 H 0.20
19 H 0.18
20 H 0.18
21 H 0.19
22 H 0.20

Stability check: which of them is least stable? Q.

P:
C3H10N2S | ωB97M-V/def2-TZVPD

LUMO energy: 0.860 eV
E_HOMO: -8.99 eV
SMILES: NC[C@H](N)CS

Structure (ORCA input):
```
! wB97M-V def2-TZVPD RIJCOSX def2/J DEFGRID3
* xyz 0 1
S 1.4291 1.2505 1.1678
N -2.2039 0.3508 -1.2963
N 0.8647 -1.7804 -0.2922
C -0.0955 0.2266 0.7854
C 0.0338 -0.5952 -0.5135
C -1.4332 -0.8812 -0.9553
H 1.3264 -2.3622 -1.0661
H -0.3799 -0.3900 1.6184
H -1.9454 -1.3605 -0.0291
H 0.7218 2.4531 1.4464
H -2.5169 0.2109 -2.2601
H -1.6217 1.1653 -1.3961
H 1.3731 -1.6702 0.5472
H -0.8435 0.9892 0.5541
H 0.5872 0.1722 -1.1572
H -1.2220 -1.7103 -1.7214
*
```

Listed below, in e, are the natural (NBO) charges computed for each atom:
1 S -0.10
2 N -0.84
3 N -0.89
4 C -0.50
5 C -0.07
6 C -0.24
7 H 0.39
8 H 0.21
9 H 0.19
10 H 0.14
11 H 0.36
12 H 0.35
13 H 0.37
14 H 0.23
15 H 0.17
16 H 0.20

Q:
C3H10N2S | ωB97M-V/def2-TZVPD

LUMO energy: 0.769 eV
E_HOMO: -9.12 eV
SMILES: [H]/N=C/N.CCS

Structure (ORCA input):
```
! wB97M-V def2-TZVPD RIJCOSX def2/J DEFGRID3
* xyz 0 1
S 1.1367 -2.0795 1.9719
N -2.5123 1.7579 -1.8262
N -1.9841 0.1987 -0.1570
C -1.8328 1.4039 -0.8154
C 1.8208 -1.4680 0.4110
C 1.9080 0.0531 0.3048
H 2.0132 0.5293 1.2775
H 1.2409 -1.8612 -0.4154
H -0.9973 2.0195 -0.4644
H 2.6498 0.3835 -0.4221
H -2.8232 -0.2821 -0.4554
H -2.3533 2.7464 -1.9923
H 0.9570 0.4227 -0.0841
H 2.8134 -1.9021 0.2968
H -0.1094 -2.2546 1.5280
H -1.9274 0.3327 0.8422
*
```

Listed below, in e, are the natural (NBO) charges computed for each atom:
1 S -0.05
2 N -0.70
3 N -0.83
4 C 0.28
5 C -0.52
6 C -0.62
7 H 0.21
8 H 0.22
9 H 0.14
10 H 0.21
11 H 0.39
12 H 0.34
13 H 0.20
14 H 0.21
15 H 0.12
16 H 0.38

Stability check: which of them is least stable? P.

P:
C3H10N2S | ωB97M-V/def2-TZVPD

LUMO energy: 0.880 eV
E_HOMO: -8.22 eV

Structure (ORCA input):
```
! wB97M-V def2-TZVPD RIJCOSX def2/J DEFGRID3
* xyz 0 1
S 0.7635 -0.8926 -0.1157
N 1.4692 -2.0083 -0.9394
N -2.3357 0.1643 0.7543
C 2.1308 -0.2277 0.9531
C -3.2795 0.9102 0.4217
C 0.7517 0.5547 -1.2789
H -0.2881 0.8171 -1.4438
H 1.7886 0.6827 1.4347
H 3.0018 -0.0502 0.3348
H -3.2498 1.3527 -0.5682
H -4.1552 1.1694 1.0257
H 2.3565 -0.9830 1.6985
H 1.2856 1.4000 -0.8613
H -2.3914 -0.2409 1.6862
H 0.9419 -2.8691 -0.8973
H 1.2101 0.2207 -2.2043
*
```

Listed below, in e, are the natural (NBO) charges computed for each atom:
1 S 1.06
2 N -1.19
3 N -0.61
4 C -0.79
5 C -0.03
6 C -0.79
7 H 0.23
8 H 0.21
9 H 0.23
10 H 0.15
11 H 0.14
12 H 0.23
13 H 0.21
14 H 0.34
15 H 0.36
16 H 0.25

Q:
C3H10N2S | ωB97M-V/def2-TZVPD

LUMO energy: 1.048 eV
E_HOMO: -8.94 eV
SMILES: NCNCCS

Structure (ORCA input):
```
! wB97M-V def2-TZVPD RIJCOSX def2/J DEFGRID3
* xyz 0 1
S -2.7013 0.3044 -0.6754
N 3.2787 0.3193 1.0845
N 0.9961 -0.1405 0.5220
C 2.3209 0.2115 -0.0015
C -0.0163 -0.4488 -0.4869
C -1.3964 -0.6083 0.1835
H 3.8258 -0.5132 1.1612
H 1.0159 -0.9293 1.1474
H 0.2106 -1.3623 -1.0551
H -0.0431 0.3298 -1.2474
H -1.6264 -1.6767 0.1608
H -1.9925 1.4458 -0.8038
H 2.1745 1.1962 -0.4317
H 2.7162 -0.5270 -0.7015
H 2.9006 0.7550 1.8952
H -1.4009 -0.3933 1.2509
*
```

Listed below, in e, are the natural (NBO) charges computed for each atom:
1 S -0.03
2 N -0.86
3 N -0.64
4 C -0.04
5 C -0.23
6 C -0.53
7 H 0.37
8 H 0.35
9 H 0.17
10 H 0.19
11 H 0.22
12 H 0.12
13 H 0.17
14 H 0.15
15 H 0.37
16 H 0.22

Stability check: which of them is least stable? P.

P:
C3H10N2S | ωB97M-V/def2-TZVPD

LUMO energy: 0.714 eV
E_HOMO: -7.92 eV
SMILES: [H]/N=C\NC.CS

Structure (ORCA input):
```
! wB97M-V def2-TZVPD RIJCOSX def2/J DEFGRID3
* xyz 0 1
S -3.1952 -0.1919 -0.1277
N -0.6714 -1.0637 -1.1784
N 1.2212 -0.5304 0.1382
C -2.1438 0.8353 0.9285
C 2.4839 0.2015 0.1303
C 0.4114 -0.4023 -0.9723
H -1.5059 0.3159 1.6448
H 2.3592 1.2603 0.3639
H -1.4913 1.4131 0.2736
H 3.0147 0.1326 -0.8189
H 0.6540 0.4707 -1.5734
H -2.6843 1.5694 1.5286
H 3.1039 -0.2299 0.9168
H -0.6665 -1.8918 -0.5821
H -2.1216 -0.4156 -1.1712
H 1.2316 -1.4732 0.4991
*
```

Listed below, in e, are the natural (NBO) charges computed for each atom:
1 S -0.19
2 N -0.71
3 N -0.61
4 C -0.75
5 C -0.42
6 C 0.31
7 H 0.20
8 H 0.20
9 H 0.20
10 H 0.19
11 H 0.17
12 H 0.22
13 H 0.21
14 H 0.35
15 H 0.23
16 H 0.38

Q:
C3H10N2S | ωB97M-V/def2-TZVPD

LUMO energy (spin up / spin down): 0.647 / 0.647 eV
E_HOMO (spin up / spin down): -6.96 / -6.96 eV

Structure (ORCA input):
```
! wB97M-V def2-TZVPD RIJCOSX def2/J DEFGRID3
* xyz 0 1
S 0.5382 -1.9101 0.9015
N 0.9182 -0.3171 -1.2222
N 0.1435 -0.6786 -0.2233
C -1.0841 -2.0023 1.6878
C 0.0316 1.9238 0.5099
C 0.6236 0.3946 -2.2513
H -1.0472 -2.7457 2.4709
H -1.2691 -0.9129 1.9923
H -1.8548 -2.1963 0.9708
H -0.7383 2.7805 0.5837
H 0.0588 1.2625 1.3561
H -0.4639 1.2071 -0.1574
H 1.2680 0.4482 -3.0324
H -0.2477 0.8828 -2.5680
H 1.9271 -0.5210 -1.0665
H 1.1961 2.3845 0.0482
*
```

Listed below, in e, are the natural (NBO) charges computed for each atom:
1 S 0.34
2 N -0.20
3 N -0.58
4 C -0.74
5 C -0.86
6 C -0.27
7 H 0.23
8 H 0.23
9 H 0.22
10 H 0.21
11 H 0.21
12 H 0.23
13 H 0.19
14 H 0.21
15 H 0.39
16 H 0.20

Stability check: which of them is least stable? Q.